# C5H10BNO

A single C5H10BNO molecule in a non-equilibrium geometry (ωB97M-V/def2-TZVPD, the Open Molecules 2025 dataset).

As for the SMILES: C=C1CN(B(C)O)C1. Its HOMO-LUMO gap is 9.53 eV. For the energy above the lowest of the compared OMol25 structures with the same formula, charge and spin, the calculation gives 1.480 eV.

The geometry in ORCA input format:
```
! wB97M-V def2-TZVPD RIJCOSX def2/J DEFGRID3
* xyz 0 1
B 0.6207 -0.1354 -1.4524
C -0.4813 -0.0992 1.8881
C -0.7304 -0.0738 3.1717
C -1.1291 0.1177 0.5600
C 0.8127 -0.5787 1.1743
C -0.1107 0.6240 -2.7451
N 0.0670 -0.3466 -0.1630
O 1.8666 -0.7872 -1.6842
H 0.0381 -0.0243 4.0522
H -1.7257 -0.0466 3.5575
H -2.1007 -0.4868 0.3856
H -1.1974 1.1924 0.4992
H 1.7346 0.1045 1.0766
H 1.1238 -1.5676 1.3040
H -0.4864 1.6388 -2.2728
H -1.0125 0.1981 -3.2490
H 0.6541 0.8083 -3.4763
H 2.0566 -0.5377 -2.6264
*
```

---

# C5H10BrN

2 unconnected molecules or ions with the total composition C5H10BrN in a non-equilibrium geometry (ωB97M-V/def2-TZVPD, the Open Molecules 2025 dataset).

Its HOMO-LUMO gap (spin up / spin down) is 5.98 / 5.98 eV. For the energy above the lowest of the compared OMol25 structures with the same formula, charge and spin, the calculation gives 4.635 eV.

The geometry in ORCA input format:
```
! wB97M-V def2-TZVPD RIJCOSX def2/J DEFGRID3
* xyz 0 1
C 0.6405 0.4253 0.6408
C -0.4116 -1.4039 -0.5950
C -0.8546 -0.7290 1.9088
C 1.7803 2.2167 -1.8683
C -0.5894 -0.2709 0.4792
N 1.6117 0.9643 0.9769
Br 3.5853 1.9118 -1.2005
H -1.0539 -2.2020 -0.2064
H 0.6349 -1.6446 -0.5277
H -0.6358 -0.9384 -1.5284
H -0.5211 -1.7478 2.0943
H -0.4366 -0.1004 2.7222
H -2.0339 -0.7820 2.1506
H 1.1519 3.1392 -1.6235
H 1.8037 2.0546 -3.0318
H -1.2706 0.4549 0.0798
H 2.4959 1.4924 0.6281
*
```

---

# C5H10BrN2

2 unconnected molecules or ions with the total composition C5H10BrN2 in a non-equilibrium geometry (ωB97M-V/def2-TZVPD, the Open Molecules 2025 dataset).

Its HOMO-LUMO gap (spin up / spin down) is 5.91 / 7.30 eV. For the energy above the lowest of the compared OMol25 structures with the same formula, charge and spin, the calculation gives 3.075 eV.

The geometry in ORCA input format:
```
! wB97M-V def2-TZVPD RIJCOSX def2/J DEFGRID3
* xyz 1 3
C 2.2632 -0.2325 0.9942
C 0.8867 -0.5694 0.5404
C 0.6028 -0.1545 -0.9093
C -0.9382 -0.2596 -1.2397
C -1.8770 0.3801 -0.2425
N -2.5118 2.6706 -0.0384
N -2.2567 1.5864 -0.1338
Br -3.3238 -0.8644 0.3608
H 2.9249 -0.7648 0.3560
H 2.5772 0.8384 0.8671
H 2.4888 -0.3733 2.0071
H 0.0088 -0.0364 1.2510
H 0.4055 -1.5838 0.8775
H 1.2867 -0.6559 -1.6346
H 0.8214 0.8760 -1.0041
H -0.9991 0.3400 -2.0612
H -1.2765 -1.2947 -1.3372
H -1.0830 0.0979 1.3466
*
```

---

# C5H10BrNO3

A single C5H10BrNO3 molecule in a non-equilibrium geometry (ωB97M-V/def2-TZVPD, the Open Molecules 2025 dataset).

As for the SMILES: CC[C@H](OC)[C@@H](Br)[N+](=O)[O-]. Its HOMO-LUMO gap is 9.57 eV. For the energy above the lowest of the compared OMol25 structures with the same formula, charge and spin, the calculation gives 5.075 eV.

The geometry in ORCA input format:
```
! wB97M-V def2-TZVPD RIJCOSX def2/J DEFGRID3
* xyz 0 1
C -0.9276 1.4594 1.0106
C 0.2801 -2.4246 -0.2950
C -0.3703 1.1745 -0.4091
C 0.4738 -0.0268 -0.6858
C 2.0362 0.3366 0.3064
N 2.4622 1.7120 -0.0284
O 2.0310 2.6361 0.6349
O 3.2240 1.7848 -0.9533
O -0.0953 -1.0975 -0.0861
Br 3.4344 -0.8463 -0.1057
H -1.4557 0.6809 1.3365
H -1.5709 2.4422 1.0366
H -0.0544 1.7233 1.6753
H -0.5118 -3.1138 -0.4342
H 0.9183 -2.6824 0.4267
H 0.7008 -2.3921 -1.3546
H -0.0915 2.1536 -0.6734
H -1.1504 0.8049 -1.0934
H 0.9727 -0.0547 -1.6143
H 1.5255 0.4325 1.3177
*
```

---

# C5H10CeO3

A molecular structure, C5H10CeO3 in a non-equilibrium geometry (ωB97M-V/def2-TZVPD, the Open Molecules 2025 dataset).

Its HOMO-LUMO gap (spin up / spin down) is 6.15 / 6.67 eV. For the energy above the lowest of the compared OMol25 structures with the same formula, charge and spin, the calculation gives 4.735 eV.

The geometry in ORCA input format:
```
! wB97M-V def2-TZVPD RIJCOSX def2/J DEFGRID3
* xyz 1 2
O 1.3123 1.0469 0.3405
C 2.6794 0.7830 0.4991
C 3.1689 -0.2356 -0.5452
O 2.4167 -1.4098 -0.5578
C -0.7005 0.6460 1.2100
C -1.9933 0.4736 0.5703
O -1.8693 -0.5839 -0.3895
C -3.0582 -0.9836 -1.0488
Ce 0.4167 -1.2090 -0.0123
H 2.9121 0.4131 1.5199
H 3.2578 1.7171 0.3633
H 4.2420 -0.4385 -0.3427
H 3.1178 0.2629 -1.5400
H -0.7358 1.2340 2.1368
H -2.3846 1.3949 0.0954
H -2.7825 -1.7084 -1.8203
H -3.7356 -1.4665 -0.3296
H -3.5484 -0.1155 -1.5119
H -2.7155 0.1794 1.3630
*
```

---

# C5H10Cl10

5 unconnected molecules or ions with the total composition C5H10Cl10 in a non-equilibrium geometry (ωB97M-V/def2-TZVPD, the Open Molecules 2025 dataset).

Its HOMO-LUMO gap (spin up / spin down) is 1.62 / 9.22 eV. For the energy above the lowest of the compared OMol25 structures with the same formula, charge and spin, the calculation gives 0.180 eV.

The geometry in ORCA input format:
```
! wB97M-V def2-TZVPD RIJCOSX def2/J DEFGRID3
* xyz -1 2
C -2.8895 -2.4303 -2.5847
Cl -2.5379 -3.0173 -4.2268
Cl -3.8117 -3.7431 -1.7240
H -1.9343 -2.3004 -2.0760
H -3.4916 -1.5220 -2.5602
C 0.5364 1.4668 5.2998
Cl -0.0290 1.0961 3.6431
Cl 2.1324 2.2339 5.3213
H -0.1448 2.1172 5.8485
H 0.7016 0.5725 5.9008
C 3.5716 0.4823 2.4196
Cl 2.8243 -1.0305 2.9891
Cl 3.4218 0.7307 0.6729
H 3.0331 1.1730 3.0685
H 4.6335 0.4084 2.6541
C -1.1789 0.5640 -4.8487
Cl -2.2844 1.2083 -5.9781
Cl 0.4584 0.8144 -5.5506
H -1.2296 1.2937 -4.0406
H -1.3951 -0.4600 -4.5440
C 0.0553 0.0748 0.1990
Cl -1.2880 -1.1781 0.2851
Cl 0.0849 0.7752 -1.3957
H -0.2697 0.9728 0.7243
H 1.0314 -0.3027 0.5034
*
```

---

# C5H10Cl2N2O

A single C5H10Cl2N2O molecule in a non-equilibrium geometry (ωB97M-V/def2-TZVPD, the Open Molecules 2025 dataset).

As for the SMILES: CO[C@@]1(CCCl)NN[C@H]1Cl. Its HOMO-LUMO gap is 9.92 eV. For the energy above the lowest of the compared OMol25 structures with the same formula, charge and spin, the calculation gives 1.640 eV.

The geometry in ORCA input format:
```
! wB97M-V def2-TZVPD RIJCOSX def2/J DEFGRID3
* xyz 0 1
C 0.8569 -1.1644 -0.5403
C 0.0404 0.1548 -0.1310
C 1.4785 1.4403 1.3201
C -1.5055 -0.0068 -0.4084
C -2.1630 -1.0197 0.5047
N 1.6171 -0.3045 -1.5902
N 0.7762 0.8673 -1.2446
O 0.3054 0.7482 1.1398
Cl 1.5087 -1.9519 0.8442
Cl -3.9582 -0.9110 0.3766
H 0.3173 -1.7953 -1.1144
H 2.4895 0.8311 1.3380
H 1.3872 2.0726 2.1989
H 1.6944 2.2923 0.6145
H -1.9756 0.9388 -0.2150
H -1.7712 -0.3629 -1.5127
H -1.9491 -0.8526 1.5204
H -2.0038 -2.0072 0.2987
H 2.6578 -0.0706 -1.3986
H 0.1971 1.1015 -2.0006
*
```

---

# C5H10ClIN3

3 unconnected molecules or ions with the total composition C5H10ClIN3 in a non-equilibrium geometry (ωB97M-V/def2-TZVPD, the Open Molecules 2025 dataset).

Its HOMO-LUMO gap is 7.47 eV.

The geometry in ORCA input format:
```
! wB97M-V def2-TZVPD RIJCOSX def2/J DEFGRID3
* xyz 1 1
C 1.6624 1.0433 0.6878
C -0.0769 0.3095 1.7992
C -2.0937 -1.7703 -0.5894
C 0.3519 -1.7576 -0.6907
C -0.7781 -1.1771 -0.9705
N 1.2895 0.2567 1.6399
N -0.5173 1.1064 0.8139
N 0.4993 1.5640 0.1276
Cl 0.0604 3.6901 -1.8840
I 2.5362 -0.9939 2.7859
H 2.5600 1.1892 0.1216
H -0.7627 -0.2668 2.4465
H -2.6855 -2.0819 -1.3767
H -1.7937 -2.6113 0.0133
H -2.5358 -1.0020 -0.0262
H 0.3504 -2.6681 -0.2431
H 1.1322 4.4316 -1.5133
H 1.2412 -1.3454 -0.9601
H -0.8562 -0.3011 -1.5742
H 0.4164 2.3847 -0.6075
*
```

---

# C5H10ClN2

A gas-phase ion, C5H10ClN2 (charge +1) in a non-equilibrium geometry (ωB97M-V/def2-TZVPD, the Open Molecules 2025 dataset).

As for the SMILES: CN1CC[NH+]=C1CCl. Its HOMO-LUMO gap is 10.34 eV. For the energy above the lowest of the compared OMol25 structures with the same formula, charge and spin, the calculation gives 1.337 eV.

The geometry in ORCA input format:
```
! wB97M-V def2-TZVPD RIJCOSX def2/J DEFGRID3
* xyz 1 1
C -0.6370 0.3319 -0.2905
C 1.4361 -0.0545 0.5519
C 1.1384 1.4085 0.7781
C 0.4382 -2.0617 -0.4951
C -2.1362 0.1835 -0.7045
N 0.2428 -0.6287 -0.0696
N -0.1382 1.4942 0.0613
Cl -3.2350 0.8789 0.5816
H 2.1869 -0.1591 -0.2049
H 1.9845 -0.5561 1.4307
H 0.9748 1.5092 1.8407
H 1.8284 2.1328 0.3121
H 0.3213 -2.5829 0.5136
H -0.3447 -2.2808 -1.3188
H 1.4460 -2.0042 -0.8297
H -2.5095 -0.8376 -0.8772
H -2.2578 0.8676 -1.6035
H -0.7390 2.3589 0.3236
*
```

---

# C5H10ClN2O2

A gas-phase ion, C5H10ClN2O2 (charge +1) in a non-equilibrium geometry (ωB97M-V/def2-TZVPD, the Open Molecules 2025 dataset).

Its HOMO-LUMO gap (spin up / spin down) is 7.60 / 7.60 eV. For the energy above the lowest of the compared OMol25 structures with the same formula, charge and spin, the calculation gives 6.184 eV.

The geometry in ORCA input format:
```
! wB97M-V def2-TZVPD RIJCOSX def2/J DEFGRID3
* xyz 1 1
C 0.2750 0.2484 -0.2807
C 1.1094 -0.2198 0.9041
C 0.0698 1.7604 -0.5122
C -1.2013 -0.2796 -0.3159
C 0.6834 -1.4271 1.6352
N 1.0134 -0.3025 -1.4390
N 1.9354 -1.1166 -1.0904
O 2.8562 -1.4710 -1.7585
O 0.4293 0.1536 -2.6328
Cl 2.2867 0.7633 1.5515
H 0.8320 2.3378 -0.8947
H -0.2293 2.2592 0.5202
H -0.8224 1.8347 -1.2080
H -1.3944 -1.4090 -0.3140
H -1.8909 0.0510 -1.0847
H -1.5255 0.0316 0.6547
H 0.1500 -2.0706 0.8971
H -0.0992 -1.1363 2.3267
H 1.5600 -1.9287 2.2181
H 1.1260 0.0654 -3.3648
*
```

---

Number 10 is which compound?
C5H10ClN2O2